# 1
C4H7NS2 | ωB97M-V with the def2-TZVPD basis set

Output
**LUMO energy (spin up / spin down)**: -1.8 / -1.1 eV
**2S+1**: 1
**Orbital gap (spin up / spin down)**: 5.683 / 7.666 eV
**HOMO (spin up / spin down)**: -0.276 / -0.323 hartree

Last column: Mulliken charge in e.
Geometry (Å):
S: 2.3824 0.2431 -0.7911  -0.306
S: -1.3953 0.4880 -1.0299  -0.121
N: -0.4746 -1.9275 -0.3977  -0.451
C: -0.3795 0.3276 0.2824  0.617
C: -1.1462 -1.3178 -1.4658  -0.291
C: -0.0531 -1.0556 0.5260  -0.458
C: -0.1157 1.3234 1.3667  -1.098
H: -0.7908 1.7292 2.0962  0.367
H: -2.1915 -1.6787 -1.6803  0.345
H: 2.6451 1.5473 -0.8030  0.076
H: 0.5738 0.7679 1.9336  0.336
H: 0.5459 2.1692 1.1077  0.314
H: 0.8093 -1.2710 1.1697  0.375
H: -0.4095 -1.3450 -2.3145  0.295

=====

# 2
C5H16NO | ωB97M-V with the def2-TZVPD basis set

Output
**LUMO energy**: -10.4 eV
**Net charge**: +1
**2S+1**: 1
**Orbital gap**: 3.986 eV
**HOMO**: -0.530 hartree

Last column: Mulliken charge in e.
Geometry (Å):
O: 1.4867 -0.9758 -0.2671  -0.447
N: 0.2446 -3.4816 -1.2975  -0.402
C: -1.2186 0.5549 2.3352  -1.120
C: -0.8644 0.1265 -0.9330  -0.784
C: -0.4730 1.4285 -0.0823  0.442
C: -0.0422 0.9669 1.3108  -0.236
C: 0.6431 2.3067 -0.8138  -1.334
H: -1.0755 0.2764 -1.9910  0.441
H: 0.2937 -4.0513 -0.4629  0.284
H: -1.9466 1.2205 2.5843  0.437
H: 1.4860 1.7332 -1.0526  0.310
H: 0.5468 1.8706 1.8668  0.300
H: -0.0403 -0.5318 -0.8030  0.053
H: 0.8899 3.1829 -0.1986  0.396
H: 0.3403 -3.9267 -2.1673  0.270
H: 0.6175 -2.5530 -1.1834  0.268
H: 0.5724 0.0897 1.3322  0.138
H: 2.0863 -1.7459 -0.3840  0.283
H: -1.4046 2.0584 -0.0086  0.385
H: 0.1484 2.7199 -1.7773  0.361
H: -1.8241 -0.1811 1.6891  0.216
H: -0.8896 0.0267 3.2917  0.309
H: -1.6757 -0.3124 -0.4175  0.431

=====

# 3
C28H58Cl6N7O8Pd | ωB97M-V with the def2-TZVPD basis set

Output
**LUMO energy (spin up / spin down)**: -2.1 / -2.9 eV
**Net charge**: +1
**2S+1**: 3
**Orbital gap (spin up / spin down)**: 8.844 / 8.351 eV
**HOMO (spin up / spin down)**: -0.401 / -0.415 hartree

Last column: Löwdin spin population.
Geometry (Å):
Pd: -1.1217 0.8962 -1.1881  1.486
Cl: 4.7490 2.5068 1.1456  0.000
Cl: 6.2709 -1.0621 -0.3751  0.000
Cl: 1.8031 4.1565 1.7866  0.000
Cl: 1.3071 -1.2571 4.9302  0.000
Cl: 4.8280 -0.8581 -3.3181  0.000
Cl: -0.0313 1.7423 5.7851  0.000
O: 1.0033 0.2817 -1.0140  0.168
O: -0.8303 -0.1756 -3.4304  0.011
O: -2.3237 -0.8273 -1.1343  0.045
O: -2.1571 -3.1279 3.5598  0.000
O: -0.4606 2.9355 -2.0098  0.028
O: -0.2147 0.1929 0.7290  0.182
O: -2.4245 2.3776 0.0147  0.018
O: 1.9877 -0.1330 0.9698  0.033
N: -3.6518 -2.6427 -0.8212  0.002
N: 1.1274 -3.6370 -1.7865  0.000
N: -2.6637 3.7466 1.7662  0.000
N: 1.3529 4.1700 -2.5844  0.004
N: 0.4214 -0.5094 -5.2457  0.001
N: 0.5902 -3.5908 0.3527  0.000
N: -2.5144 -0.8577 3.6853  0.000
C: 0.4031 -2.9716 1.6792  0.000
C: -3.1073 3.1864 0.6104  0.001
C: 1.5532 0.1778 -4.6739  0.000
C: 2.1685 2.3628 1.6710  -0.001
C: 0.6609 -1.2953 -6.4486  0.000
C: 4.4756 -1.0594 -0.5850  0.000
C: -4.7300 -1.9443 -0.1281  0.000
C: 1.7408 5.4492 -3.1968  0.000
C: 4.0226 -0.3395 -1.8281  0.001
C: -0.2191 -4.5007 -0.2743  0.000
C: 2.3487 3.1232 -2.5001  0.000
C: 0.9755 0.1281 0.2751  0.006
C: -2.3810 0.4328 2.9928  0.000
C: -0.7275 -0.6579 -4.5510  0.001
C: 0.3085 -3.9760 2.7806  0.000
C: -2.1286 -1.9910 3.1129  0.000
C: 1.1642 0.1751 3.8460  0.001
C: 1.5503 -3.2254 -3.0957  0.000
C: -2.9835 -0.7490 5.0636  0.000
C: 1.3838 -3.0673 -0.5894  0.000
C: -3.3946 4.8955 2.3182  0.000
C: -2.5463 -2.0224 -1.2136  0.007
C: 1.2546 1.4399 4.6227  0.000
C: -3.9478 -4.0555 -0.9796  0.001
C: -1.3799 3.4144 2.3231  0.000
C: 0.1325 -4.5993 -1.5718  0.000
C: 0.0708 4.0169 -2.2381  0.005
C: 3.5077 1.9891 2.2893  0.000
H: 1.1937 -4.6012 2.9005  0.000
H: 4.0033 0.7462 -1.7789  0.000
H: -3.6032 4.6463 3.3619  0.000
H: -1.4485 -1.2886 -5.0885  0.000
H: -3.1286 -4.4976 -1.5529  0.000
H: -2.4478 0.1011 5.4840  0.000
H: 1.3620 2.3264 3.9966  0.000
H: 2.0122 1.9732 0.6694  0.000
H: 1.9974 2.1612 -2.1303  0.000
H: 1.2024 -0.6724 -7.1616  0.000
H: 2.6336 5.8685 -2.7364  0.000
H: 2.4493 -3.7876 -3.3571  0.000
H: 1.9932 -2.1751 -0.5117  0.000
H: -4.6089 -0.8627 -0.1423  0.000
H: -1.4258 3.2725 3.4052  0.000
H: -4.8761 -4.2764 -1.5014  0.000
H: 3.1609 3.4484 -1.8465  0.000
H: 4.1176 -2.0880 -0.5471  0.000
H: 2.7285 2.9910 -3.5168  0.000
H: 2.9842 -0.6169 -2.0182  0.001
H: -4.0665 -0.6258 5.0303  0.000
H: -0.1197 -3.5767 3.6971  0.000
H: -0.5364 -2.4226 1.6537  0.000
H: 2.1778 1.4235 5.2076  0.000
H: 1.2283 -2.3274 1.9797  0.000
H: -3.3789 0.8608 2.8924  0.000
H: -4.7366 -2.2491 0.9199  0.000
H: -2.8336 5.8288 2.3648  0.000
H: -0.6008 4.1582 2.1372  0.000
H: 1.8351 0.1452 2.9869  0.000
H: -0.4486 -4.7409 2.5497  0.000
H: -2.7168 -1.6483 5.6143  0.000
H: -0.2738 -1.5826 -6.9284  0.000
H: 0.1820 0.1447 3.3646  0.000
H: 2.4461 -0.4465 -4.6284  0.000
H: -4.3532 5.0550 1.8314  0.000
H: 0.8343 -3.4712 -3.8788  0.000
H: -0.5212 4.9418 -2.2629  0.001
H: 2.0787 5.2173 -4.2141  0.000
H: 4.0821 -0.6288 0.3322  0.000
H: -1.0031 2.4661 1.9409  0.000
H: 3.6455 2.5232 3.2254  0.000
H: 1.7102 1.0814 -5.2666  0.000
H: 1.2561 -2.1957 -6.2789  0.000
H: -0.2798 -5.1708 -2.3847  0.000
H: 3.4502 0.9110 2.4367  0.000
H: 1.3319 0.4926 -3.6544  0.000
H: -2.0083 0.2271 1.9882  0.000
H: 0.8777 6.0871 -3.3525  0.000
H: -1.8148 -2.7511 -1.5910  0.000
H: -0.9700 -4.9830 0.3305  0.000
H: -1.6915 1.0628 3.5466  0.000
H: -3.9465 -4.5785 -0.0217  0.000
H: -5.6800 -2.1698 -0.6105  0.000
H: -1.6313 -1.7760 2.1464  0.000
H: -4.1001 3.5323 0.3024  0.000
H: 1.3394 2.0042 2.2814  0.000
H: 1.7136 -2.1503 -3.1433  0.000

=====

Look up the 2S+1 of the first one.
1